(1)
Molecular formula: C4H4N2O2
Method: DFT, ωB97M-V with the def2-TZVPD basis set

Summary:
HOMO energy, eV: -9.8
Kohn-Sham gap, eV: 8.81
Maximum force, eV Å⁻¹: 8.39
Total energy, eV: -11280.311

Geometry (Å):
C  0.929  0.512  -0.083
C  -0.438  0.993  -0.253
C  -1.452  0.221  -0.153
C  1.174  -1.016  0.058
H  1.742  2.178  -0.087
H  -0.941  2.077  -0.619
H  -2.397  0.475  0.050
H  -1.548  -1.773  1.420
N  2.023  1.144  0.083
N  -1.383  -1.267  0.220
O  0.028  -1.855  -0.597
O  2.264  -1.688  -0.039

(2)
Molecular formula: C18H54Br2CuN9O3P3
Method: DFT, ωB97M-V with the def2-TZVPD basis set

Summary:
HOMO energy (alpha / beta), eV: -7.0 / -6.9
Multiplicity: 2
Kohn-Sham gap (alpha / beta), eV: 4.61 / 2.60
Maximum force, eV Å⁻¹: 3.38
Total energy, eV: -251681.956

Geometry (Å):
Cu  -1.695  1.411  0.241
Br  -1.972  5.259  -1.318
Br  -4.043  -1.062  2.585
O  2.516  -1.118  -0.385
P  3.514  -2.230  -0.732
N  3.999  -2.324  -2.417
C  4.078  -3.505  -3.355
C  4.025  -1.059  -3.104
N  2.939  -3.760  -0.423
C  3.051  -4.397  0.913
C  1.921  -4.425  -1.313
N  5.060  -2.175  0.107
C  6.178  -3.096  -0.306
C  5.532  -1.054  0.824
H  4.345  -4.411  -2.810
H  4.805  -3.269  -4.131
H  3.183  -3.647  -3.960
H  4.269  -0.164  -2.531
H  3.066  -0.869  -3.586
H  4.698  -1.090  -3.960
H  4.045  -4.136  1.276
H  2.260  -4.046  1.576
H  3.057  -5.487  0.918
H  2.274  -5.432  -1.535
H  1.074  -4.699  -0.684
H  1.750  -3.840  -2.217
H  6.705  -3.399  0.599
H  5.668  -3.849  -0.907
H  6.836  -2.490  -0.928
H  6.526  -1.207  1.244
H  4.859  -0.873  1.662
H  5.562  -0.246  0.093
O  -3.779  -0.600  -3.779
P  -4.688  -1.060  -4.879
N  -6.366  -1.207  -4.288
C  -6.811  -0.046  -3.452
C  -7.455  -2.046  -4.901
N  -4.320  -2.616  -5.465
C  -3.330  -2.919  -6.442
C  -4.590  -3.829  -4.537
N  -4.643  -0.004  -6.204
C  -5.623  -0.009  -7.236
C  -3.451  0.702  -6.598
H  -6.992  0.755  -4.169
H  -6.047  -0.010  -2.675
H  -7.757  -0.134  -2.919
H  -8.420  -1.929  -4.409
H  -7.103  -3.052  -4.676
H  -7.459  -1.943  -5.986
H  -3.082  -2.186  -7.209
H  -2.429  -3.365  -6.022
H  -3.719  -3.707  -7.087
H  -5.164  -4.445  -5.229
H  -3.745  -4.448  -4.235
H  -5.239  -3.822  -3.661
H  -5.539  -0.936  -7.802
H  -6.612  0.127  -6.798
H  -5.479  0.748  -8.008
H  -2.968  0.312  -7.494
H  -2.708  0.691  -5.800
H  -3.655  1.764  -6.734
O  0.485  2.937  4.491
P  1.115  3.608  5.689
N  1.511  2.548  7.023
C  2.718  1.700  7.029
C  0.459  1.990  7.970
N  0.078  4.678  6.526
C  0.422  5.155  7.879
C  -1.308  4.728  6.116
N  2.410  4.655  5.332
C  3.297  5.405  6.374
C  2.744  5.113  3.976
H  2.993  1.745  8.083
H  3.357  2.188  6.293
H  2.403  0.701  6.729
H  0.984  1.876  8.919
H  0.159  1.063  7.483
H  -0.444  2.601  7.986
H  1.472  5.246  8.157
H  0.155  6.203  8.020
H  0.038  4.636  8.757
H  -1.962  4.904  6.970
H  -1.631  5.514  5.434
H  -1.672  3.913  5.491
H  2.934  6.432  6.360
H  3.330  5.095  7.419
H  4.310  5.436  5.973
H  3.482  4.465  3.505
H  3.342  6.024  3.952
H  1.905  5.348  3.320

(3)
Molecular formula: C28H29MnN4O4
Method: DFT, ωB97M-V with the def2-TZVPD basis set

Summary:
HOMO energy (alpha / beta), eV: -16.9 / -16.9
Multiplicity: 2
Kohn-Sham gap (alpha / beta), eV: 5.46 / 5.49
Maximum force, eV Å⁻¹: 2.32
Total energy, eV: -74949.967
Total charge: +3

Geometry (Å):
Mn  0.414  1.004  -1.021
O  2.654  3.732  -3.035
C  2.124  2.804  -2.318
O  0.917  2.497  -2.330
C  2.995  2.032  -1.401
C  4.379  2.119  -1.272
C  5.026  1.240  -0.407
C  4.273  0.330  0.326
C  2.886  0.323  0.162
N  2.255  1.149  -0.693
C  2.018  -0.582  0.933
O  2.286  -1.478  1.647
O  0.624  -0.147  0.780
H  2.050  4.221  -3.630
H  4.922  2.853  -1.851
H  6.102  1.254  -0.304
H  4.730  -0.364  1.017
N  -1.631  0.825  -1.582
C  -1.725  -0.091  -2.712
C  -2.911  -0.392  -3.339
C  -2.917  -1.212  -4.480
C  -1.741  -1.706  -4.982
C  -0.514  -1.466  -4.324
C  0.712  -2.008  -4.753
C  1.847  -1.742  -4.023
C  1.767  -0.918  -2.897
N  0.640  -0.376  -2.459
C  -0.508  -0.648  -3.156
H  -1.901  1.761  -1.922
H  -2.358  0.572  -0.903
H  -3.843  0.017  -2.977
H  -3.856  -1.439  -4.965
H  -1.737  -2.301  -5.883
H  0.762  -2.621  -5.641
H  2.806  -2.142  -4.310
H  2.675  -0.709  -2.344
C  -0.213  -2.499  4.311
C  -1.339  -2.760  3.282
C  -0.784  -3.585  2.118
C  -1.937  -1.436  2.977
C  -3.236  -1.169  3.367
C  -3.845  0.047  3.097
C  -3.094  1.115  2.581
C  -1.769  0.991  2.246
C  -0.943  2.265  2.228
C  -0.660  2.904  0.866
C  0.340  2.124  3.052
C  -1.198  -0.364  2.262
N  -0.135  -0.824  1.704
H  0.032  -3.454  4.770
H  -0.534  -1.824  5.100
H  0.671  -2.105  3.821
H  -2.119  -3.365  3.754
H  0.066  -3.089  1.662
H  -1.556  -3.770  1.375
H  -0.450  -4.545  2.499
H  -3.802  -1.929  3.884
H  -4.874  0.209  3.384
H  -3.560  2.091  2.558
H  -1.567  3.002  2.745
H  0.069  2.311  0.258
H  -0.188  3.870  1.033
H  -1.576  3.077  0.306
H  1.097  1.512  2.564
H  0.123  1.694  4.026
H  0.762  3.112  3.221

(4)
Molecular formula: CH3Cl2N
Method: DFT, ωB97M-V with the def2-TZVPD basis set

Summary:
HOMO energy, eV: -9.6
Kohn-Sham gap, eV: 10.32
Maximum force, eV Å⁻¹: 3.66
Total energy, eV: -27618.072

Geometry (Å):
C  0.242  -0.114  -0.604
N  -1.196  -0.168  0.555
Cl  -0.187  1.117  -1.727
Cl  -2.457  -0.896  -0.429
H  0.410  -1.095  -1.183
H  1.119  0.005  0.082
H  -1.406  0.865  0.681

(5)
Molecular formula: C2H4N2OS
Method: DFT, ωB97M-V with the def2-TZVPD basis set

Summary:
HOMO energy, eV: -9.6
Kohn-Sham gap, eV: 10.12
Maximum force, eV Å⁻¹: 2.73
Total energy, eV: -18000.044
Structure (SMILES): N/N=C\SC=O

Geometry (Å):
N  -0.606  -0.895  -1.635
N  -1.404  0.196  -1.285
C  -0.952  1.009  -0.452
S  0.587  0.933  0.458
C  0.429  -0.675  1.142
O  1.331  -1.372  1.525
H  0.343  -0.579  -1.771
H  -0.939  -1.243  -2.510
H  -1.624  1.882  -0.195
H  -0.616  -1.119  1.243

(6)
Molecular formula: C4H17NO5S
Method: DFT, ωB97M-V with the def2-TZVPD basis set

Summary:
HOMO energy, eV: -9.4
Kohn-Sham gap, eV: 9.51
Maximum force, eV Å⁻¹: 1.87
Total energy, eV: -26986.877
Structure (SMILES): C[C@H](CS)NC=O.O.O.O.O

Geometry (Å):
C  -0.810  -1.526  1.052
C  -0.662  -0.034  0.676
C  -1.698  0.273  -0.407
S  -2.450  1.941  -0.252
N  0.669  0.120  0.060
C  1.808  -0.090  0.718
O  1.864  -0.306  1.931
H  -0.169  -1.696  1.914
H  -0.397  -2.175  0.284
H  -1.812  -1.808  1.371
H  -0.711  0.648  1.520
H  -1.290  0.105  -1.404
H  -2.597  -0.334  -0.326
H  -1.334  2.679  -0.413
H  0.722  0.310  -0.917
H  2.772  0.028  0.218
O  -1.109  -1.116  -4.298
H  -1.872  -1.024  -3.715
H  -0.872  -2.050  -4.236
O  1.536  -1.262  -3.153
H  0.578  -1.294  -3.289
H  1.920  -0.928  -3.967
O  0.421  0.911  3.937
H  0.023  0.454  4.683
H  0.707  0.210  3.325
O  1.786  2.691  1.224
H  0.990  3.161  1.492
H  1.985  2.113  1.972

(7)
Molecular formula: C30H47MnNO3S3Te
Method: DFT, ωB97M-V with the def2-TZVPD basis set

Summary:
HOMO energy (alpha / beta), eV: -13.7 / -13.6
Multiplicity: 6
Kohn-Sham gap (alpha / beta), eV: 6.11 / 5.73
Maximum force, eV Å⁻¹: 3.01
Total energy, eV: -110608.405
Total charge: +2

Geometry (Å):
Mn  -4.599  -15.399  -5.520
C  -3.436  -18.490  -6.563
C  -4.027  -18.968  -5.252
S  -5.167  -17.772  -4.462
C  -4.617  -17.718  -2.719
C  -3.206  -17.172  -2.489
S  -2.895  -15.639  -3.399
C  -1.291  -15.955  -4.207
C  -1.300  -17.000  -5.291
S  -2.671  -16.818  -6.505
H  -4.222  -18.454  -7.333
H  -2.686  -19.183  -6.926
H  -3.238  -19.225  -4.559
H  -4.598  -19.877  -5.472
H  -4.716  -18.730  -2.293
H  -5.347  -17.075  -2.198
H  -2.489  -17.976  -2.691
H  -3.106  -16.883  -1.420
H  -0.574  -16.185  -3.417
H  -1.034  -14.981  -4.641
H  -1.286  -18.002  -4.846
H  -0.388  -16.851  -5.880
C  -4.001  -14.379  -8.949
O  -3.890  -13.761  -7.677
C  -2.768  -12.881  -7.606
C  -3.033  -12.003  -6.398
O  -3.094  -12.805  -5.209
C  -3.687  -12.049  -4.147
H  -3.219  -15.130  -9.065
H  -4.993  -14.848  -9.009
H  -3.869  -13.654  -9.747
H  -2.671  -12.272  -8.513
H  -1.835  -13.475  -7.436
H  -4.007  -11.494  -6.494
H  -2.226  -11.252  -6.287
H  -4.779  -11.906  -4.287
H  -3.171  -11.098  -3.984
H  -3.553  -12.664  -3.246
C  -8.133  -13.593  -6.656
C  -6.866  -14.362  -6.270
O  -5.986  -13.670  -5.604
N  -6.669  -15.631  -6.595
Te  -8.180  -17.369  -6.502
C  -9.495  -18.821  -7.697
C  -8.890  -19.971  -8.218
C  -7.394  -20.265  -8.112
C  -9.707  -20.927  -8.844
C  -11.099  -20.749  -8.992
C  -11.969  -21.795  -9.703
C  -11.649  -19.593  -8.444
C  -10.884  -18.605  -7.817
C  -11.547  -17.376  -7.275
C  -8.938  -17.760  -4.320
C  -9.641  -16.800  -3.577
C  -10.059  -15.469  -4.168
C  -9.905  -17.117  -2.226
C  -9.466  -18.280  -1.598
C  -9.698  -18.505  -0.118
C  -8.869  -19.254  -2.397
C  -8.655  -19.020  -3.762
C  -8.160  -20.179  -4.593
H  -7.842  -12.806  -7.370
H  -8.587  -13.118  -5.791
H  -8.842  -14.223  -7.170
H  -6.808  -19.361  -8.298
H  -7.104  -20.987  -8.881
H  -7.198  -20.674  -7.147
H  -9.256  -21.837  -9.240
H  -11.556  -22.801  -9.675
H  -12.122  -21.508  -10.722
H  -12.966  -21.808  -9.228
H  -12.742  -19.453  -8.544
H  -12.590  -17.327  -7.599
H  -11.069  -16.441  -7.659
H  -11.487  -17.352  -6.197
H  -9.729  -15.405  -5.204
H  -9.607  -14.667  -3.588
H  -11.140  -15.294  -4.149
H  -10.412  -16.335  -1.625
H  -10.020  -17.563  0.350
H  -8.790  -18.857  0.343
H  -10.445  -19.275  0.054
H  -8.582  -20.238  -2.002
H  -8.718  -20.217  -5.526
H  -8.274  -21.128  -4.067
H  -7.113  -20.055  -4.849

(8)
Molecular formula: C3H7NO
Method: DFT, ωB97M-V with the def2-TZVPD basis set

Summary:
HOMO energy, eV: -9.1
Kohn-Sham gap, eV: 9.93
Maximum force, eV Å⁻¹: 4.80
Total energy, eV: -6758.882

Geometry (Å):
C  0.939  -0.243  -0.528
C  -0.194  -0.942  0.178
C  -1.412  -0.349  0.212
O  -1.692  0.874  -0.458
N  1.378  1.006  0.100
H  1.816  -0.898  -0.522
H  0.748  -0.063  -1.585
H  -0.042  -1.973  0.465
H  -1.344  0.899  0.586
H  -2.322  -0.904  0.408
H  0.686  1.745  0.043
H  1.439  0.848  1.100

(9)
Molecular formula: C35H60O30
Method: DFT, ωB97M-V with the def2-TZVPD basis set

Summary:
HOMO energy, eV: -10.1
Kohn-Sham gap, eV: 10.42
Maximum force, eV Å⁻¹: 10.29
Total energy, eV: -98686.434
Structure (SMILES): C[C@H]1COC(=O)O1.C[C@H]1COC(=O)O1.C[C@H]1COC(=O)O1.C[C@H]1COC(=O)O1.C[C@H]1COC(=O)O1.COC(=O)OC.COC(=O)OC.COC(=O)OC.COC(=O)OC.COC(=O)OC

Geometry (Å):
C  -6.904  -0.377  0.578
C  -5.820  0.452  -0.114
C  -4.661  0.831  0.845
O  -3.620  -0.096  0.519
C  -3.944  -0.656  -0.700
O  -3.180  -1.449  -1.257
O  -5.130  -0.299  -1.114
H  -7.778  -0.515  -0.061
H  -7.151  0.177  1.538
H  -6.453  -1.340  0.783
H  -6.270  1.286  -0.575
H  -4.870  0.888  1.893
H  -4.331  1.815  0.584
C  6.717  -1.305  0.130
C  6.495  -0.957  1.673
C  4.930  -0.991  2.176
O  4.963  -1.775  3.346
C  6.121  -2.392  3.400
O  6.519  -3.129  4.326
O  7.007  -1.915  2.522
H  6.231  -0.573  -0.437
H  6.436  -2.290  -0.253
H  7.789  -1.201  -0.091
H  7.040  -0.104  1.928
H  4.291  -1.409  1.291
H  4.657  0.096  2.379
C  -0.467  -1.892  6.517
C  -0.013  -0.411  6.392
C  0.878  0.289  7.500
O  2.020  0.767  6.751
C  1.952  0.279  5.487
O  2.791  0.421  4.637
O  0.843  -0.407  5.246
H  -1.356  -1.891  5.834
H  -0.907  -2.163  7.482
H  0.203  -2.631  6.021
H  -0.933  0.263  6.226
H  1.277  -0.400  8.299
H  0.371  1.150  8.020
C  0.035  3.207  -2.736
C  -1.027  2.113  -2.704
C  -1.412  1.697  -1.308
O  -2.698  2.103  -1.177
C  -3.152  2.557  -2.292
O  -4.327  2.785  -2.498
O  -2.218  2.585  -3.222
H  -0.220  4.027  -2.087
H  0.147  3.561  -3.720
H  0.982  2.805  -2.354
H  -0.674  1.257  -3.211
H  -0.815  2.130  -0.529
H  -1.491  0.643  -1.296
C  -0.700  2.018  2.826
C  -2.181  1.753  3.073
C  -2.454  2.024  4.555
O  -3.217  3.195  4.484
C  -3.564  3.479  3.248
O  -4.340  4.363  2.951
O  -2.894  2.782  2.444
H  -0.021  1.315  3.243
H  -0.313  2.980  3.263
H  -0.482  2.013  1.700
H  -2.454  0.799  2.679
H  -1.609  2.149  5.235
H  -3.040  1.275  5.035
C  2.435  0.686  -5.158
O  3.866  0.561  -5.405
C  4.288  -0.038  -6.495
O  3.458  -0.746  -7.366
O  5.617  0.078  -6.649
C  6.266  -0.606  -7.691
H  1.788  0.726  -6.018
H  2.251  1.604  -4.625
H  2.203  -0.172  -4.592
H  5.948  -0.074  -8.595
H  5.994  -1.650  -7.610
H  7.348  -0.618  -7.568
C  2.561  1.756  0.679
O  3.235  0.691  0.079
C  3.117  0.239  -1.218
O  2.367  0.838  -2.234
O  3.809  -0.882  -1.373
C  3.770  -1.546  -2.621
H  1.632  1.914  0.146
H  3.115  2.695  0.543
H  2.287  1.547  1.699
H  4.361  -1.007  -3.352
H  2.791  -1.485  -3.045
H  4.165  -2.552  -2.586
C  -6.133  -0.751  4.437
O  -5.450  -1.376  3.314
C  -4.185  -1.623  3.344
O  -3.419  -1.018  4.386
O  -3.657  -2.330  2.424
C  -2.231  -2.321  2.220
H  -7.201  -0.501  4.258
H  -5.754  0.204  4.709
H  -6.095  -1.380  5.305
H  -1.913  -1.454  1.658
H  -1.959  -3.226  1.728
H  -1.733  -2.438  3.182
C  1.572  -1.780  2.096
O  1.338  -2.349  0.766
C  0.807  -1.516  -0.132
O  0.402  -0.236  0.168
O  0.673  -2.169  -1.299
C  0.132  -1.518  -2.440
H  2.109  -0.785  2.044
H  2.190  -2.431  2.667
H  0.664  -1.665  2.588
H  0.200  -0.406  -2.466
H  -0.875  -1.844  -2.576
H  0.570  -1.906  -3.312
C  -0.270  0.240  -7.957
O  -1.497  0.056  -7.312
C  -1.617  -0.289  -6.013
O  -0.482  -0.413  -5.219
O  -2.883  -0.433  -5.685
C  -3.350  -0.637  -4.396
H  0.300  -0.708  -7.985
H  0.313  1.022  -7.569
H  -0.445  0.417  -9.031
H  -4.335  -0.331  -4.236
H  -2.619  -0.170  -3.759
H  -3.442  -1.653  -4.176

(10)
Molecular formula: C3H2O
Method: DFT, ωB97M-V with the def2-TZVPD basis set

Summary:
HOMO energy, eV: -9.4
Kohn-Sham gap, eV: 9.08
Maximum force, eV Å⁻¹: 0.87
Total energy, eV: -5187.948
Structure (SMILES): C=C=C=O

Geometry (Å):
C  -0.372  0.339  -0.789
C  0.550  -0.564  -0.403
C  0.634  -0.572  0.934
O  0.739  -0.635  2.080
H  -0.905  0.949  -0.056
H  -0.655  0.524  -1.823